Here is a gas-phase ion, C4H4O8P (charge -1) at a distorted geometry from the Open Molecules 2025 dataset. Energies are from the ωB97M-V functional and the def2-TZVPD basis.

Calculated values
E = -1098.31460 a.u.
HOMO energy = -0.20291 hartree
SMILES string = O=C1OC[C@@](C(=O)[O-])(P(=O)(O)O)O1
E_LUMO = 3.253 eV
ΔE to the lowest compared entry with this formula, charge and spin = 0.0 kJ/mol

ORCA input file:
```
! RIJCOSX wB97M-V def2-TZVPD def2/J DEFGRID3
* xyz -1 1
O 2.4144 2.1495 1.1123
C 1.8930 1.1059 0.8615
O 2.4987 -0.0075 0.4569
C 1.4720 -0.8998 -0.0745
C 0.2413 -0.0584 -0.0529
C -0.0851 0.7335 -1.3695
O -0.7916 1.7423 -1.1571
O 0.2958 0.2557 -2.4046
P -1.3324 -0.9208 0.3000
O -1.2109 -2.3505 0.5223
O -1.8801 -0.1799 1.6224
O -2.3593 -0.5644 -0.8557
O 0.5577 0.8943 0.9830
H 1.7555 -1.1371 -1.0833
H 1.4551 -1.7412 0.5995
H -2.4011 0.5892 1.3786
H -2.5230 0.3894 -0.8389
*
```

Results of the Löwdin charge analysis, in e, for atoms 1 through 5: 0.148 -0.581 0.076 -0.061 -0.345

---

Here is 4 unconnected molecules or ions with the total composition C4H14O3 at a distorted geometry from the Open Molecules 2025 dataset. Energies are from the ωB97M-V functional and the def2-TZVPD basis.

Calculated values
E = -386.42148 a.u.
HOMO energy = -0.29963 hartree
SMILES string = C/C=C/C.O.O.O
E_LUMO = 0.585 eV
ΔE to the lowest compared entry with this formula, charge and spin = 276.5 kJ/mol

ORCA input file:
```
! RIJCOSX wB97M-V def2-TZVPD def2/J DEFGRID3
* xyz 0 1
C -1.2138 -0.2616 0.1643
C -1.1688 1.0512 0.5763
C -0.5597 1.7942 1.7262
C -2.4454 -0.8212 -0.6566
H -0.2938 -0.8628 0.1415
H -1.6692 1.5821 -0.2907
H -1.0780 2.8763 1.7384
H -0.7762 1.3922 2.7715
H 0.5416 1.9769 1.6667
H -2.4700 -0.3868 -1.6830
H -3.3371 -0.6110 -0.1180
H -2.4242 -1.9194 -0.8290
H 2.0606 -0.0202 -1.3653
H 2.8776 -0.5951 -0.3804
O 2.0544 -0.8532 -0.8210
H 0.5591 1.7724 -1.7942
H 0.9940 2.6042 -0.6090
O 1.3838 2.1822 -1.3683
H 1.6141 -2.5064 0.2738
H 1.3173 -3.5260 1.2668
O 0.8631 -2.8731 0.7330
*
```

Results of the Löwdin charge analysis, in e, for atoms 1 through 5: -0.138 -0.236 -0.138 -0.093 0.061

---

Here is a molecular structure, C36H31GaN3O7PS2 at a distorted geometry from the Open Molecules 2025 dataset. Energies are from the ωB97M-V functional and the def2-TZVPD basis.

Calculated values
E = -5143.95588 a.u.
HOMO energy = -0.27701 hartree
E_LUMO = -1.358 eV

ORCA input file:
```
! RIJCOSX wB97M-V def2-TZVPD def2/J DEFGRID3
* xyz 0 1
Ga 0.4319 0.5269 2.3162
C 3.0018 7.2818 1.5681
C 3.2621 5.8454 1.9665
C 4.2062 5.1081 1.2802
C 4.3553 3.7197 1.5552
C 3.4346 3.0921 2.4266
C 2.5220 3.8387 3.1540
C 2.4734 5.1908 2.9517
S 3.6162 1.3304 2.7376
O 4.0064 0.6923 1.5019
O 4.4850 1.1846 3.8972
N 2.1664 0.7854 3.2566
C 1.9294 0.7479 4.7024
C 0.3685 0.9477 4.9406
O -0.0235 0.9629 6.0842
O -0.4171 1.0776 3.8538
H 3.8815 7.6087 0.9826
H 2.8300 7.9868 2.4219
H 2.0834 7.3753 0.8902
H 4.8666 5.5506 0.4776
H 5.1938 3.1851 1.1704
H 1.9819 3.4114 3.9655
H 1.8191 5.7468 3.5998
H 2.4335 1.5420 5.2674
H 2.1467 -0.2147 5.1911
O -2.1292 -0.7948 0.8345
S -1.5639 -1.6203 1.8570
O -2.2145 -1.5864 3.1417
O -0.0124 -1.3354 1.8988
C -1.5762 -3.3133 1.2995
C -1.3373 -4.3509 2.1896
C -1.6430 -5.6720 1.7744
C -2.1047 -5.8764 0.5031
C -2.1578 -4.8594 -0.4354
C -1.7906 -3.5252 -0.0577
P -1.5666 -2.2914 -1.2363
C -3.1515 -1.9733 -2.0593
C -4.3349 -2.5986 -1.6670
C -5.4302 -2.4705 -2.4367
C -5.3645 -1.7160 -3.6045
C -4.1658 -1.0731 -3.9865
C -3.0956 -1.1333 -3.1390
C -0.5683 -3.1541 -2.5236
C -1.0671 -3.5138 -3.7961
C -0.3344 -4.2920 -4.6613
C 0.9710 -4.5502 -4.3714
C 1.5070 -4.2316 -3.1148
C 0.7017 -3.6123 -2.2121
H -0.8854 -4.0846 3.1874
H -1.5574 -6.5273 2.4547
H -2.6194 -6.8173 0.2630
H -2.4202 -5.0088 -1.4801
H -4.3991 -3.1714 -0.7392
H -6.3177 -3.1379 -2.3037
H -6.2346 -1.6579 -4.2682
H -4.1434 -0.4469 -4.8771
H -2.1714 -0.6588 -3.3651
H -2.0667 -3.0808 -4.1315
H -0.7471 -4.6216 -5.6221
H 1.5487 -4.9880 -5.1553
H 2.4803 -4.5462 -2.7973
H 1.1099 -3.4037 -1.2194
N 1.6339 -0.0779 0.1947
C 1.0783 0.6979 -0.8364
C 1.6722 0.7228 -2.1382
C 1.1387 1.6109 -3.0496
C 0.1214 2.4859 -2.7146
C -0.2944 2.6556 -1.3350
C -1.1417 3.6922 -0.8825
C -1.5695 3.7085 0.4101
C -1.1111 2.7467 1.3006
N -0.2362 1.8041 0.9162
C 0.2038 1.7453 -0.3999
H 2.6415 0.1248 0.4243
H 1.3167 -1.0400 0.3288
H 2.3842 -0.0294 -2.5143
H 1.5258 1.6785 -4.0779
H -0.4297 3.0382 -3.4475
H -1.4503 4.3977 -1.6607
H -2.1943 4.5046 0.8048
H -1.4921 2.7049 2.3751
*
```

Results of the Löwdin charge analysis, in e, for atoms 1 through 5: 0.473 -0.064 -0.278 -0.039 -0.027

---

Here is a molecular structure, C3H2FO2Tb at a distorted geometry from the Open Molecules 2025 dataset. Energies are from the ωB97M-V functional and the def2-TZVPD basis.

Calculated values
E = -1188.81934 a.u.
HOMO energy (spin up / spin down) = -0.86508 / -0.86432 hartree
E_LUMO (spin up / spin down) = -18.149 / -18.068 eV
ΔE to the lowest compared entry with this formula, charge and spin = 181.2 kJ/mol

ORCA input file:
```
! RIJCOSX wB97M-V def2-TZVPD def2/J DEFGRID3
* xyz 3 8
O -0.5544 0.3034 -1.9028
H 0.1991 -0.0321 2.0676
O -0.5499 1.0972 0.5778
C 0.2341 0.2034 0.9913
C 0.3007 -0.9560 0.0198
C -0.5843 -0.6007 -1.1347
F 0.1573 -2.1684 0.5516
Tb -0.6301 2.6753 -1.0649
H 1.4275 -0.5221 -0.1056
*
```

Results of the Löwdin charge analysis, in e, for atoms 1 through 5: 0.182 0.234 -0.206 0.052 -0.183